No. 1
{
  "formula": "C24H22O5STc",
  "method": "the ωB97M-V functional and the def2-TZVPD basis",
  "symbols": ["Tc", "C", "S", "O", "O", "O", "H", "H", "H", "C", "C", "O", "O", "H", "H", "H", "C", "C", "C", "C", "C", "C", "C", "C", "C", "C", "C", "C", "C", "C", "H", "H", "H", "H", "H", "H", "H", "H", "H", "H", "H", "C", "C", "C", "C", "C", "C", "C", "H", "H", "H", "H", "H"],
  "xyz": [[-1.102, 0.055, 0.110], [-3.865, -1.587, 2.635], [-2.303, -0.922, 2.257], [-2.513, 0.438, 1.575], [-1.492, -0.878, 3.421], [-1.731, -1.716, 1.090], [-4.284, -0.983, 3.437], [-3.695, -2.608, 2.974], [-4.495, -1.561, 1.749], [-0.372, 3.346, -2.550], [-0.795, 2.157, -1.780], [-1.200, 1.107, -2.509], [-0.810, 2.051, -0.562], [-1.078, 3.554, -3.351], [0.600, 3.134, -3.001], [-0.281, 4.192, -1.876], [5.077, -2.311, 1.668], [4.395, -2.841, 0.581], [3.132, -2.368, 0.263], [2.558, -1.345, 1.014], [3.243, -0.818, 2.107], [4.496, -1.309, 2.435], [1.206, -0.868, 0.666], [0.746, 0.396, 0.666], [1.426, 1.640, 1.066], [2.634, 1.990, 0.465], [3.282, 3.157, 0.839], [2.726, 3.978, 1.812], [1.520, 3.632, 2.407], [0.866, 2.469, 2.031], [6.059, -2.686, 1.924], [4.843, -3.626, -0.012], [2.594, -2.790, -0.578], [2.789, -0.042, 2.708], [5.020, -0.909, 3.292], [0.518, -1.666, 0.358], [3.072, 1.337, -0.280], [4.224, 3.422, 0.376], [3.234, 4.886, 2.108], [1.087, 4.270, 3.167], [-0.073, 2.199, 2.499], [-1.637, 0.044, -1.732], [-2.547, -0.819, -2.461], [-2.952, -2.026, -1.875], [-3.863, -2.841, -2.523], [-4.369, -2.463, -3.759], [-3.960, -1.276, -4.358], [-3.052, -0.455, -3.719], [-2.539, -2.331, -0.924], [-4.170, -3.775, -2.073], [-5.083, -3.100, -4.264], [-4.354, -0.996, -5.325], [-2.734, 0.464, -4.189]],
  "forces_ev_per_angstrom": [[0.32, -0.89, -0.11], [-0.21, -0.01, 0.00], [0.06, 0.22, -0.70], [0.20, -0.22, 0.17], [-0.05, -0.04, 0.09], [-0.11, 0.20, 0.37], [-0.02, -0.03, 0.00], [-0.02, 0.01, 0.02], [0.02, 0.00, 0.00], [0.03, 0.06, 0.09], [-0.15, -0.26, -0.16], [0.03, 0.05, 0.09], [0.02, 0.07, 0.01], [-0.01, 0.00, 0.00], [0.00, 0.01, 0.00], [0.01, 0.01, -0.03], [0.00, 0.00, -0.01], [0.01, 0.03, 0.03], [0.00, -0.05, 0.00], [0.03, -0.05, -0.15], [0.01, 0.06, -0.01], [0.00, -0.01, -0.01], [-0.32, 0.12, -0.07], [0.32, 0.58, 0.60], [0.09, -0.19, -0.39], [0.04, 0.08, 0.00], [-0.03, -0.02, 0.00], [-0.01, 0.00, 0.01], [0.01, -0.01, -0.02], [-0.04, 0.03, 0.10], [0.00, 0.00, 0.00], [-0.01, 0.00, 0.00], [-0.01, 0.00, 0.01], [0.00, 0.00, 0.00], [0.00, 0.00, 0.00], [-0.02, -0.07, 0.07], [0.00, 0.01, 0.00], [0.00, 0.01, 0.00], [0.00, 0.00, 0.00], [0.01, 0.00, 0.00], [-0.01, -0.01, -0.03], [-0.32, 0.40, 0.04], [0.16, -0.04, 0.04], [-0.01, -0.07, -0.08], [0.06, 0.05, 0.02], [-0.04, -0.01, -0.04], [0.00, -0.02, 0.02], [-0.04, -0.02, -0.01], [0.00, 0.02, 0.02], [0.00, 0.00, 0.00], [0.01, 0.00, -0.01], [0.01, 0.00, 0.00], [-0.01, 0.01, 0.02]],
  "nbo_charge": [0.890, -0.891, 2.344, -0.882, -0.878, -0.925, 0.278, 0.276, 0.263, -0.714, 0.835, -0.473, -0.513, 0.261, 0.270, 0.265, -0.182, -0.201, -0.209, -0.021, -0.202, -0.199, -0.174, -0.077, -0.143, -0.140, -0.222, -0.191, -0.200, -0.180, 0.226, 0.226, 0.215, 0.228, 0.227, 0.244, 0.212, 0.225, 0.226, 0.227, 0.224, 0.298, -0.113, -0.165, -0.216, -0.140, -0.210, -0.159, 0.234, 0.231, 0.231, 0.233, 0.228],
  "homo_ev": [-11.126, -11.130],
  "charge": 1,
  "gap_ev": [6.60, 6.60]
}


No. 2
{
  "formula": "C33H46BN8Pt",
  "method": "the ωB97M-V functional and the def2-TZVPD basis",
  "symbols": ["Pt", "C", "C", "C", "C", "C", "N", "N", "B", "N", "N", "C", "C", "C", "C", "C", "N", "N", "C", "C", "C", "C", "C", "H", "H", "H", "H", "H", "H", "H", "H", "H", "H", "H", "H", "H", "H", "H", "H", "H", "H", "H", "H", "H", "H", "C", "C", "C", "C", "C", "C", "C", "N", "C", "C", "C", "C", "C", "C", "C", "N", "C", "C", "C", "C", "H", "H", "H", "H", "H", "H", "H", "H", "H", "H", "H", "H", "H", "H", "H", "H", "H", "H", "H", "H", "H", "H", "H", "H"],
  "xyz": [[1.072, -0.384, 0.360], [-0.100, -1.166, -3.083], [1.293, -1.594, -2.652], [2.152, -2.428, -3.382], [3.302, -2.523, -2.597], [4.531, -3.301, -2.931], [3.127, -1.705, -1.534], [1.881, -1.136, -1.547], [4.025, -1.446, -0.354], [4.161, 0.047, -0.177], [3.109, 0.606, 0.541], [3.507, 1.802, 0.951], [2.706, 2.632, 1.901], [4.804, 2.051, 0.420], [5.172, 0.948, -0.269], [6.351, 0.730, -1.092], [3.422, -2.154, 0.830], [2.080, -2.065, 1.108], [1.866, -2.721, 2.232], [0.502, -2.692, 2.850], [3.061, -3.270, 2.684], [4.058, -2.812, 1.849], [5.526, -3.252, 1.859], [-0.818, -1.645, -2.419], [-0.488, -1.317, -4.065], [-0.154, -0.082, -2.945], [1.993, -2.939, -4.285], [4.257, -3.873, -3.882], [4.828, -3.993, -2.200], [5.333, -2.619, -3.236], [5.075, -1.992, -0.575], [1.803, 2.066, 2.103], [2.441, 3.612, 1.566], [3.185, 2.794, 2.906], [5.385, 2.967, 0.561], [7.120, 0.294, -0.469], [6.692, 1.651, -1.544], [6.197, -0.011, -1.889], [0.468, -2.101, 3.759], [0.255, -3.658, 3.349], [-0.265, -2.381, 2.189], [3.165, -3.787, 3.607], [5.636, -4.027, 2.634], [6.156, -2.361, 2.087], [5.856, -3.621, 0.887], [-5.568, -2.690, 2.297], [-5.286, -1.773, 1.101], [-5.777, -2.575, -0.140], [-6.116, -0.476, 1.249], [-3.831, -1.525, 0.920], [-2.910, -2.541, 0.808], [-1.646, -2.293, 0.344], [-1.145, -1.076, 0.101], [-1.967, -0.064, 0.299], [-3.312, -0.217, 0.745], [-1.443, 1.300, 0.132], [-2.183, 2.467, -0.050], [-1.711, 3.595, -0.665], [-0.356, 3.497, -1.051], [0.451, 2.416, -0.738], [-0.063, 1.318, -0.163], [-2.700, 4.771, -0.834], [-2.938, 5.447, 0.503], [-2.095, 5.805, -1.735], [-4.031, 4.289, -1.409], [-6.607, -3.122, 2.221], [-5.440, -2.168, 3.236], [-4.800, -3.515, 2.366], [-6.836, -2.499, -0.193], [-5.459, -3.611, 0.034], [-5.288, -2.170, -1.038], [-7.156, -0.730, 1.428], [-6.113, 0.325, 0.472], [-5.744, -0.013, 2.144], [-3.254, -3.611, 0.979], [-0.963, -3.133, 0.103], [-3.874, 0.690, 0.919], [-3.260, 2.460, 0.287], [0.136, 4.271, -1.653], [1.480, 2.339, -1.083], [-1.975, 5.449, 1.067], [-3.617, 4.872, 1.143], [-3.282, 6.430, 0.261], [-1.228, 6.277, -1.288], [-2.875, 6.592, -1.909], [-1.806, 5.484, -2.737], [-4.693, 3.792, -0.599], [-3.917, 3.577, -2.261], [-4.527, 5.193, -1.718]],
  "forces_ev_per_angstrom": [[0.46, -0.29, -0.68], [0.27, 0.66, 1.81], [-0.91, 0.04, -1.84], [0.48, 0.49, 2.04], [-0.73, 0.76, -0.06], [-0.93, 0.54, -2.71], [-0.55, -0.53, -0.56], [0.29, -0.69, -1.00], [1.20, -0.83, -0.96], [-1.15, 1.15, 1.05], [1.10, 0.12, 0.08], [1.05, 0.25, -0.26], [0.18, -0.67, 1.14], [-0.61, 1.68, 1.14], [-1.35, -0.89, -0.31], [0.79, -1.06, -0.56], [0.10, 0.00, 1.69], [1.06, 0.09, -0.12], [-0.74, 0.11, 0.27], [0.82, -1.53, 1.85], [-0.17, 0.59, 0.72], [-0.22, -1.18, -1.42], [-0.60, 1.27, 0.29], [-0.15, 0.21, 0.12], [0.66, -0.65, -0.96], [-0.24, -0.01, 0.27], [-0.37, -0.40, -0.94], [0.49, 0.57, 1.31], [0.53, -0.74, 1.07], [0.07, -0.25, 0.37], [0.16, 0.32, -0.02], [-0.42, 0.08, 0.12], [-0.12, 0.58, -0.57], [-0.06, -0.39, -1.06], [-0.25, -0.45, -0.12], [0.59, 0.10, 0.09], [0.18, 0.18, 0.04], [-0.23, 0.29, 0.17], [0.25, 0.85, -0.12], [0.05, 0.16, -1.00], [-0.54, 0.17, -0.48], [0.23, -0.47, 0.37], [0.13, 0.41, -0.36], [-0.25, -0.75, 0.02], [-0.19, -0.09, 0.10], [0.20, -0.90, 0.27], [-1.41, -0.24, -0.51], [1.78, 0.26, 0.30], [0.29, 0.14, 0.02], [0.53, 2.39, 0.01], [-0.68, -2.24, -0.24], [1.21, -0.94, -0.51], [-0.36, -0.59, 0.11], [-2.20, 0.83, 1.89], [1.11, -1.05, -0.59], [3.03, 0.73, -1.68], [-2.03, -1.68, 1.32], [0.88, 0.08, 0.09], [0.03, 1.39, -0.63], [-1.05, -0.80, -0.05], [-1.98, 0.69, 0.29], [1.06, -1.28, -0.43], [1.20, -1.22, 0.95], [-0.65, 1.40, -1.08], [-0.70, -1.35, 0.88], [1.15, 0.41, 0.20], [-0.28, 0.29, 0.31], [-1.04, 0.57, -0.32], [-0.87, -0.10, -0.21], [-0.25, 0.13, -0.51], [-0.43, -0.28, 0.03], [-0.15, -0.12, 0.01], [0.32, -1.02, 0.07], [-0.05, 0.53, 0.64], [0.72, 1.48, -0.35], [-0.43, 0.58, 0.36], [-0.24, -0.34, -0.08], [1.33, -0.07, -0.57], [-0.39, -0.08, 0.38], [-0.10, 0.18, 0.35], [-0.62, 0.58, -0.37], [-0.19, 0.32, -0.22], [-0.38, 0.68, 0.53], [0.18, 0.16, 0.17], [0.79, -0.43, 0.20], [-0.04, -0.40, 0.07], [1.05, 0.73, -1.36], [-0.11, 0.65, 0.54], [-0.60, 0.11, -0.33]],
  "mulliken_spin": [1.571, 0.003, -0.016, 0.005, 0.002, 0.000, -0.006, 0.196, -0.121, -0.006, 0.149, 0.018, 0.011, 0.003, -0.004, 0.001, 0.023, 0.062, -0.020, 0.030, 0.016, -0.002, 0.000, -0.001, 0.000, 0.001, 0.001, 0.000, 0.000, 0.000, 0.000, 0.006, -0.001, -0.001, 0.001, 0.000, 0.001, 0.000, 0.000, 0.000, -0.007, 0.001, 0.000, 0.000, 0.000, 0.000, 0.002, 0.001, 0.001, 0.013, 0.003, 0.005, 0.000, 0.045, 0.009, 0.001, -0.002, 0.000, 0.000, 0.019, -0.010, 0.000, 0.000, 0.000, 0.000, 0.000, 0.000, 0.000, 0.000, 0.000, 0.000, 0.000, 0.000, 0.000, 0.002, -0.002, 0.001, 0.001, 0.000, -0.006, 0.000, 0.000, 0.000, 0.000, 0.000, 0.000, 0.000, 0.000, 0.000],
  "homo_ev": [-9.587, -10.902],
  "charge": 1,
  "spin_multiplicity": 3,
  "s2": 2.006,
  "gap_ev": [6.40, 7.51]
}


E values (in eV) by entry order: -48508.458, -50807.615.